(1)
12
Properties=species:S:1:pos:R:3:forces:R:3 method="wB97M-V/def2-TZVPD" spin_multiplicity=3 homo_energy_ev="-6.0132 / -10.9398"
C 2.339882 0.462113 1.524783 1.0040 0.2917 1.7639
C -1.182321 -0.625259 -0.897128 -4.9664 2.9704 0.3664
C -1.509936 0.628641 -0.166579 2.5899 2.3899 1.7959
N 2.210094 -0.078588 0.512536 -0.5564 -1.7779 -4.0125
N -0.066428 -1.214157 -0.741148 1.7404 -2.6416 -0.2528
O 2.765331 0.872474 2.507186 0.1884 1.5508 2.5111
H -1.990051 -0.903038 -1.609897 0.9447 -0.6302 0.3334
H -0.823630 1.454153 -0.544963 -1.0997 -0.2860 -0.2474
H -1.122643 0.741224 0.903925 -0.2845 -1.2392 -0.8472
H -2.512370 1.010346 0.000311 -0.2981 -0.4768 -1.0184
H 1.569303 -0.433058 -0.157595 -0.4478 0.1005 -0.1865
H 0.322771 -1.914851 -1.331430 1.1853 -0.2517 -0.2061



(2)
16
Properties=species:S:1:pos:R:3:forces:R:3 method="wB97M-V/def2-TZVPD" spin_multiplicity=1 homo_energy_ev=-8.2686
C 0.721717 0.324711 2.326673 0.0014 0.0052 0.0323
C 0.126370 -0.045296 1.009257 0.0882 -0.1666 -0.1582
C 0.543035 -0.810763 0.001021 -0.0724 0.1446 0.0875
C -0.488097 -0.719269 -1.097881 -0.1107 0.0301 -0.1070
C -1.646376 0.092217 -0.536540 0.3318 0.0189 0.4110
C -0.005049 0.131909 -2.292054 0.1385 0.0286 -0.1724
N -1.155204 0.480161 0.633445 -0.2314 0.0226 -0.0809
H -0.026103 0.256318 3.125003 0.0915 -0.0116 -0.0931
H 1.551426 -0.339533 2.582144 -0.1205 0.1208 -0.0956
H 1.095922 1.355421 2.312229 -0.0503 -0.1380 0.0100
H 1.469051 -1.372430 -0.030804 -0.1110 0.1225 -0.0185
H -0.809637 -1.692731 -1.486246 -0.0278 0.1262 0.1438
H 0.158667 1.172272 -1.991418 0.0359 -0.1661 0.0316
H 0.934461 -0.265283 -2.678800 -0.0376 0.0199 -0.0586
H -0.753740 0.137524 -3.087818 0.0961 -0.0517 0.1138
H -1.650245 1.119265 1.241029 -0.0217 -0.1055 -0.0456



(3)
105
Properties=species:S:1:pos:R:3:forces:R:3 method="wB97M-V/def2-TZVPD" total_charge=-2 spin_multiplicity=4 homo_energy_ev="-0.8846 / -1.5372"
Ni -0.758431 0.665074 1.529574 -0.4365 -0.4406 -0.3929
C -0.960598 3.387012 -1.605709 -0.0828 0.0575 -0.0324
C -1.582926 2.322543 -0.943076 -0.0037 0.0761 0.0303
N -1.178529 2.258702 0.313534 0.1953 0.4908 -0.0535
N -0.297768 3.274293 0.493577 0.0907 0.4482 -0.1280
C -0.143110 3.961795 -0.658249 -0.0603 -0.1023 -0.0373
B 0.275955 3.494570 1.912545 -0.0526 -0.3984 -0.2440
N -0.888085 3.204518 2.898545 -0.0028 0.2485 0.2078
C -1.813775 4.004659 3.462049 -0.1282 -0.0378 -0.0492
C -2.717069 3.211717 4.138029 -0.0091 0.0043 -0.0060
C -2.272439 1.902880 3.905613 -0.0089 0.0522 0.0915
N -1.185132 1.912328 3.153082 -0.0308 0.1817 0.1939
N 1.393532 2.460417 2.171828 0.1669 0.1440 0.0888
C 2.612696 2.617881 2.723325 0.0143 -0.0491 -0.0536
C 3.225436 1.383225 2.748643 0.0143 0.0018 0.0310
C 2.281826 0.507165 2.190162 0.0733 0.0883 -0.0323
N 1.190708 1.171136 1.853099 0.1327 0.1935 0.0151
N 0.882434 4.892679 2.106593 -0.1406 0.0486 0.1315
C 0.753364 5.784330 3.115568 0.0640 0.0291 0.1296
C 1.633111 6.817225 2.887602 0.0100 0.0537 -0.0499
C 2.278764 6.455633 1.692480 -0.0262 -0.0229 0.0871
N 1.828617 5.299025 1.239585 0.0251 0.0835 -0.1263
H -1.076193 3.672431 -2.637126 0.0454 -0.0077 0.0013
H -2.296000 1.611347 -1.324573 0.0767 -0.1173 0.0624
H 0.556638 4.774394 -0.732716 -0.0059 0.0425 0.0621
H -1.804890 5.072550 3.324469 0.0260 -0.0419 -0.0186
H -3.578126 3.532650 4.698796 0.0107 0.0001 0.0100
H -2.681216 0.965990 4.249670 0.0244 -0.0423 -0.0893
H 2.963643 3.588697 3.032505 -0.0051 0.0000 -0.0230
H 4.211018 1.147721 3.111868 0.0076 0.0107 -0.0260
H 2.350721 -0.553568 2.013078 -0.0946 -0.0122 -0.0073
H 0.080980 5.625690 3.940392 0.0512 -0.0518 -0.0437
H 1.779755 7.703461 3.481462 -0.0053 -0.0372 0.0442
H 3.057630 6.976838 1.157731 -0.0179 -0.0031 -0.0436
S -0.569259 -1.598272 1.883365 -0.1493 -0.4649 0.1859
C -1.610324 -1.976777 3.278625 0.0152 -0.1344 0.1691
N -2.737637 -2.730306 3.003852 0.1283 -0.0612 0.2584
C -3.414627 -3.349232 4.053275 -0.0735 -0.0576 -0.1201
C -3.128774 -2.945800 5.325417 0.1145 0.0907 -0.0164
C -2.118316 -1.996493 5.516340 -0.1800 -0.1099 0.2232
N -1.311877 -1.589913 4.475170 0.1415 0.1163 -0.2550
H -2.854801 -3.063713 2.061875 -0.0811 0.0986 -0.1855
H -4.112976 -4.126791 3.785448 -0.0751 0.0448 0.0003
H -3.658868 -3.377288 6.164784 -0.0135 0.0061 -0.0041
H -1.868530 -1.608923 6.495845 -0.0066 -0.0450 -0.0187
S 2.345559 0.109565 -4.677570 -0.0366 -0.0559 -0.2522
P 2.546034 0.127170 -2.707542 0.1328 0.1646 0.2712
S 0.990840 -0.060415 -1.506916 0.1515 -0.0135 0.1106
C 3.496634 1.636628 -2.224856 -0.1686 -0.0980 -0.1000
C 3.141150 2.379207 -1.106696 0.0627 0.0086 -0.0143
C 3.909272 3.473068 -0.722370 0.0500 0.0162 0.0112
C 5.036177 3.817148 -1.453936 0.0253 0.0683 0.0410
C 5.385212 3.086052 -2.584181 0.0180 -0.0418 -0.0406
C 4.611788 2.003967 -2.973671 0.0344 0.0720 0.0609
C 3.803358 -1.127179 -2.201493 -0.1978 -0.0496 -0.0889
C 4.375069 -1.056681 -0.932758 -0.0204 -0.0800 -0.0335
C 5.306802 -2.001888 -0.534897 0.0135 0.0475 0.0663
C 5.666549 -3.032241 -1.395374 0.0620 -0.0490 -0.0173
C 5.075813 -3.122204 -2.646588 0.0131 -0.0531 0.0090
C 4.143129 -2.173532 -3.046530 0.0674 0.0189 0.0105
H 2.260188 2.090658 -0.542512 0.0091 -0.0092 -0.0111
H 3.611640 4.049239 0.144903 0.0177 -0.0226 -0.0408
H 5.645851 4.661100 -1.147781 -0.0175 0.0073 -0.0037
H 6.262359 3.361445 -3.160001 -0.0106 0.0074 -0.0093
H 4.850516 1.437394 -3.866224 0.0266 -0.0040 0.0070
H 4.071185 -0.265211 -0.256723 0.0322 0.0224 0.0055
H 5.754767 -1.937585 0.450577 -0.0069 0.0036 -0.0047
H 6.409621 -3.760716 -1.089395 -0.0354 -0.0177 0.0138
H 5.341742 -3.935653 -3.313290 -0.0113 0.0115 0.0010
H 3.670158 -2.226776 -4.019437 0.0136 0.0285 -0.0307
C -1.624609 -0.801182 0.695750 -0.1160 -0.7240 -0.7091
Ge -2.041270 -1.864169 -0.876168 -0.0467 0.2375 0.5684
C -3.516291 -3.126406 -0.345412 0.1403 0.0454 0.0267
C -4.673225 -2.600380 0.241102 0.1393 -0.0186 0.0219
C -5.673609 -3.423510 0.734208 -0.0617 0.0149 0.0491
C -5.529695 -4.805317 0.671477 -0.0084 -0.0038 0.0069
C -4.385387 -5.348058 0.104639 -0.0747 -0.0829 0.0290
C -3.394872 -4.515081 -0.405161 0.0115 0.0719 -0.0457
C -2.861993 -0.904560 -2.419924 0.1948 -0.0696 0.0991
C -4.217565 -1.021470 -2.726459 0.0279 -0.0229 0.0865
C -4.758904 -0.407403 -3.849177 -0.0870 0.0262 -0.0469
C -3.948587 0.328826 -4.701447 -0.0044 -0.0406 0.0347
C -2.593864 0.444862 -4.419383 -0.0205 0.0511 -0.0913
C -2.060039 -0.159312 -3.289976 0.0143 -0.0108 0.0309
C -0.685423 -3.088135 -1.660517 -0.2034 0.2530 0.0444
C -0.560336 -3.210183 -3.042563 -0.0505 -0.0712 0.0360
C 0.419380 -4.015239 -3.604539 0.0459 -0.0508 -0.0742
C 1.294832 -4.715522 -2.788369 0.0393 0.0087 -0.0062
C 1.181312 -4.606552 -1.410041 0.0532 -0.0574 0.0420
C 0.196703 -3.803984 -0.852172 -0.0326 -0.0118 0.0239
H -4.756881 -1.522024 0.335371 -0.0522 -0.0091 0.0642
H -6.557122 -2.990091 1.190095 -0.0067 -0.0055 -0.0082
H -6.303137 -5.451749 1.071144 0.0104 -0.0067 -0.0024
H -4.265890 -6.425645 0.065189 0.0200 0.0090 -0.0204
H -2.506952 -4.948705 -0.854251 -0.0050 -0.0108 0.0269
H -4.861568 -1.610735 -2.083698 -0.0216 0.0248 -0.0713
H -5.817151 -0.512297 -4.065421 0.0046 -0.0034 0.0180
H -4.370034 0.798053 -5.583566 0.0119 0.0091 -0.0006
H -1.944247 0.999257 -5.087154 0.0264 0.0072 0.0403
H -1.001034 -0.055596 -3.076746 0.0196 0.0205 -0.0612
H -1.227617 -2.658098 -3.692707 0.0287 0.0265 -0.0302
H 0.515792 -4.077224 -4.682742 -0.0057 0.0147 0.0081
H 2.076254 -5.329067 -3.221081 0.0187 0.0043 -0.0212
H 1.879351 -5.133282 -0.768106 -0.0217 0.0051 0.0045
H 0.125707 -3.716035 0.225163 0.0494 0.0136 -0.0003



(4)
64
Properties=species:S:1:pos:R:3:forces:R:3 method="wB97M-V/def2-TZVPD" total_charge=+2 spin_multiplicity=2 homo_energy_ev="-12.7409 / -12.3733"
Re 0.041038 0.020920 0.071493 1.2558 -0.2701 1.4795
C -0.484722 2.427681 1.951238 -0.2083 0.1696 -0.0622
C -1.206839 2.901940 0.695558 0.0638 -0.1769 -0.0059
C -2.254748 1.923781 0.221464 -0.0091 0.0339 0.0648
C -3.478640 2.396035 -0.225187 -0.1411 -0.0460 0.0427
C -4.465378 1.507234 -0.621579 0.1280 0.0574 0.0375
C -4.203710 0.147178 -0.542678 -0.0678 0.0230 0.0816
C -2.958193 -0.258372 -0.119869 -0.1081 -0.0870 0.0631
N -1.985183 0.598262 0.248504 -0.4011 0.3034 -0.5069
N 0.626211 1.479734 1.680587 -0.2448 -0.3364 -0.6884
C 0.925293 0.776084 2.949146 0.0151 -0.1370 0.1404
C 1.700490 -0.486985 2.721032 0.1058 0.1090 -0.1652
C 1.963694 -1.401257 3.827645 0.2389 -0.0964 0.1375
C 2.289043 -2.662476 3.550763 -0.1628 -0.0533 -0.0405
C 2.432779 -3.154003 2.132164 0.0115 0.1581 -0.1038
C 2.569587 -2.006484 1.111433 0.1294 -0.1575 0.1978
N 1.992382 -0.737150 1.507456 -1.0456 -0.0117 -0.6151
C 1.840191 2.199695 1.178236 0.0797 0.0260 -0.0529
C 2.231104 1.900798 -0.248610 0.0058 -0.0562 -0.0487
C 3.106162 2.720775 -0.935542 0.1534 0.0489 0.0334
C 3.531707 2.356494 -2.205614 -0.0790 -0.0934 0.0199
C 3.075614 1.165390 -2.752920 0.0529 0.0336 0.0645
C 2.168575 0.416068 -2.032042 0.1355 -0.0524 -0.0475
N 1.737734 0.783271 -0.815349 -0.1528 0.7412 -0.5325
H -0.103236 3.282631 2.516707 0.0183 -0.0119 -0.0041
H -1.212120 1.915586 2.580396 0.0572 -0.0133 0.0545
H -1.712369 3.839040 0.928994 0.0252 0.0272 -0.0290
H -0.494354 3.112970 -0.107883 0.0075 0.0094 -0.0030
H -3.652575 3.463047 -0.256656 -0.0045 -0.0063 0.0147
H -5.418809 1.872396 -0.978988 -0.0057 -0.0171 0.0030
H -4.948298 -0.583696 -0.823790 0.0374 -0.0339 0.0154
H -2.706628 -1.311684 -0.088917 0.0732 0.0327 -0.1059
H 1.441430 1.432324 3.660750 0.0047 -0.0078 -0.0066
H -0.017695 0.479685 3.413729 -0.0147 0.0511 -0.0117
H 1.824352 -1.050357 4.842123 -0.0012 -0.0402 0.0001
H 2.406344 -3.404720 4.329991 -0.0130 0.0539 0.0446
H 3.287231 -3.827046 2.055773 -0.0079 0.0211 -0.0195
H 3.592304 -1.854796 0.770259 -0.0209 -0.0268 0.0083
H 1.703070 3.276271 1.289610 -0.0136 0.0051 0.0568
H 2.693189 1.921128 1.799940 -0.0001 0.0462 0.0346
H 3.463312 3.636929 -0.483160 -0.0231 -0.0189 0.0327
H 4.213299 2.989546 -2.757123 0.0106 0.0071 0.0166
H 3.404934 0.828837 -3.725365 -0.0107 -0.0087 0.0039
H 1.767790 -0.515887 -2.408618 -0.0547 0.0483 -0.0171
O -0.594599 -2.359607 1.387608 -0.1872 -0.0549 0.0317
P 0.455747 -3.198557 0.479218 0.0631 0.2534 -0.0115
O 1.270779 -3.874790 1.730731 -0.0818 -0.0237 -0.0608
O 1.783303 -2.408332 0.001927 0.2446 -0.0248 0.0453
O -0.107620 -4.590368 -0.016361 -0.0572 -0.1569 -0.0791
P -1.496568 -4.660716 -0.924908 0.0545 0.2484 0.0589
O -2.540088 -4.211546 0.253863 -0.1799 -0.1920 0.1140
O -0.156585 -2.424388 -1.005188 -0.0108 -0.3379 0.1626
O -1.268452 -3.145542 -1.574615 -0.0058 0.0306 -0.0702
H -1.469234 -2.788825 1.441912 0.1226 -0.0392 -0.0224
H -3.174491 -4.910124 0.482791 0.0760 0.1561 -0.0259
C -2.075550 0.405993 -4.255145 0.0659 -0.0073 0.1435
C -1.088552 0.898573 -3.217771 -0.0624 0.1155 -0.1419
O -0.910283 -0.077240 -2.171703 0.1383 -0.1344 0.2561
H -2.219472 1.164968 -5.023446 0.0066 -0.0120 -0.0096
H -3.038962 0.190925 -3.792667 -0.0104 0.0006 -0.0262
H -1.709259 -0.500285 -4.741961 -0.0124 0.0120 -0.0247
H -1.460409 1.797670 -2.726314 0.0418 -0.0143 0.0619
H -0.121566 1.129539 -3.673170 0.0026 0.0011 0.0416
H -0.803502 -0.954166 -2.559904 -0.0276 -0.0672 -0.0252



(5)
14
Properties=species:S:1:pos:R:3:forces:R:3 method="wB97M-V/def2-TZVPD" spin_multiplicity=1 homo_energy_ev=-8.0344
C 1.417822 1.354283 -0.463383 -0.4640 0.1802 -0.0256
C 0.296387 0.693970 0.259822 -1.7282 0.3433 -1.5618
C -0.117526 -0.577798 0.421711 0.4009 0.4928 0.2148
N 1.018774 -1.226524 1.001074 -0.1167 -0.3502 0.0316
C -1.425856 -0.973369 0.061099 0.1104 0.0147 0.1435
C -2.095729 0.111873 -0.488211 0.3430 -0.3735 0.2580
O -1.453083 1.213216 -0.619379 1.5366 -0.5071 0.6630
H 2.246771 1.734594 0.154347 -0.5563 -0.2421 0.0470
H 1.830017 0.750559 -1.291990 -0.2346 0.1576 0.3797
H 0.890114 2.210500 -0.880418 0.3379 0.3076 -0.2852
H 0.927182 -1.500035 1.968263 -0.0093 -0.2375 -0.2388
H 1.493242 -1.880342 0.394552 -0.2211 -0.1761 0.2570
H -1.867593 -1.938392 0.259940 0.0670 0.0481 -0.0149
H -3.161559 0.037840 -0.780512 0.5344 0.3422 0.1314



Energy relative to the best compared isomer or geometry (same formula, charge and spin): 0.688; 2.252; 0.000; 8.697; 3.554 (eV)